Entry 1:
{"formula": "C24H51FNO4", "method": "ωB97M-V/def2-TZVPD", "species": ["F", "C", "C", "C", "C", "C", "C", "C", "N", "C", "H", "H", "H", "H", "H", "H", "H", "H", "H", "H", "H", "C", "C", "O", "C", "C", "H", "H", "H", "H", "H", "H", "H", "H", "H", "H", "C", "C", "O", "C", "C", "H", "H", "H", "H", "H", "H", "H", "H", "H", "H", "C", "C", "O", "C", "C", "H", "H", "H", "H", "H", "H", "H", "H", "H", "H", "C", "C", "O", "C", "C", "H", "H", "H", "H", "H", "H", "H", "H", "H", "H"], "coordinates": [[-5.140, -0.067, -0.359], [-5.073, -1.080, -1.352], [-3.660, -1.771, -1.277], [-2.962, -1.670, 0.148], [-1.806, -0.623, 0.071], [-0.479, -0.965, 0.651], [0.643, -0.005, 0.555], [0.386, 1.273, -0.118], [-0.857, 1.561, -0.607], [-1.943, 0.679, -0.542], [-5.890, -1.840, -1.197], [-5.273, -0.635, -2.370], [-3.799, -2.846, -1.568], [-2.992, -1.329, -2.074], [-2.456, -2.669, 0.304], [-3.674, -1.500, 0.992], [-0.293, -1.940, 1.170], [1.652, -0.232, 0.986], [1.211, 2.019, -0.231], [-1.007, 2.469, -1.051], [-2.935, 0.945, -0.981], [2.320, -1.201, -3.737], [1.094, -1.741, -4.453], [-0.132, -1.399, -3.820], [-0.410, -0.016, -3.695], [-0.483, 0.704, -5.030], [2.348, -1.560, -2.704], [3.230, -1.525, -4.245], [2.327, -0.110, -3.704], [1.142, -2.831, -4.463], [1.080, -1.424, -5.501], [0.320, 0.454, -3.024], [-1.380, 0.065, -3.196], [0.464, 0.661, -5.570], [-0.735, 1.757, -4.882], [-1.244, 0.249, -5.668], [-2.346, -5.834, 3.672], [-3.280, -5.342, 2.580], [-2.717, -5.406, 1.276], [-2.330, -6.696, 0.819], [-3.476, -7.690, 0.759], [-1.415, -5.260, 3.665], [-2.817, -5.727, 4.651], [-2.082, -6.884, 3.541], [-3.515, -4.291, 2.763], [-4.233, -5.880, 2.607], [-1.507, -7.081, 1.429], [-1.928, -6.558, -0.187], [-3.913, -7.871, 1.743], [-3.128, -8.646, 0.366], [-4.273, -7.315, 0.113], [2.854, 6.814, -1.394], [1.585, 6.254, -2.011], [1.058, 5.132, -1.311], [0.694, 5.348, 0.044], [-0.375, 6.412, 0.226], [3.626, 6.042, -1.339], [3.231, 7.646, -1.991], [2.688, 7.181, -0.379], [1.807, 5.909, -3.022], [0.821, 7.030, -2.111], [1.581, 5.577, 0.642], [0.309, 4.393, 0.416], [-0.042, 7.390, -0.122], [-0.641, 6.505, 1.281], [-1.274, 6.152, -0.339], [5.898, 1.424, 4.075], [5.077, 0.855, 2.932], [3.903, 0.176, 3.356], [2.958, 0.945, 4.084], [2.421, 2.135, 3.309], [6.185, 0.631, 4.771], [6.803, 1.900, 3.693], [5.343, 2.172, 4.644], [5.681, 0.120, 2.396], [4.822, 1.634, 2.205], [3.384, 1.260, 5.042], [2.130, 0.274, 4.323], [3.207, 2.845, 3.049], [1.672, 2.667, 3.898], [1.960, 1.801, 2.375]], "multiplicity": 1, "charge": 1}

---

Entry 2:
{"formula": "ClH18O9", "method": "ωB97M-V/def2-TZVPD", "species": ["Cl", "O", "H", "H", "O", "H", "H", "O", "H", "H", "O", "H", "H", "O", "H", "H", "O", "H", "H", "O", "H", "H", "O", "H", "H", "O", "H", "H"], "coordinates": [[0.051, -0.258, -0.045], [-2.215, 2.274, 0.922], [-1.293, 1.989, 0.876], [-2.196, 3.236, 0.934], [1.308, -1.011, -3.047], [0.938, -0.794, -2.173], [1.855, -0.247, -3.257], [0.807, 2.678, -1.375], [1.067, 3.445, -0.855], [0.713, 1.952, -0.735], [3.177, -1.512, 0.035], [3.205, -1.411, 0.992], [2.256, -1.291, -0.186], [0.332, -3.796, 0.347], [0.365, -2.829, 0.392], [1.236, -4.038, 0.118], [1.809, 1.427, 2.208], [1.714, 2.369, 2.038], [1.069, 1.006, 1.734], [-2.098, 1.353, -2.451], [-1.437, 1.119, -1.780], [-2.928, 1.326, -1.965], [-2.999, -1.602, -0.440], [-3.560, -0.826, -0.354], [-2.094, -1.240, -0.411], [-0.671, -1.199, 3.056], [0.262, -1.241, 3.286], [-0.670, -0.880, 2.135]], "multiplicity": 1, "charge": -1, "relative_energy_kcal_mol": 10.4}

---

Which energy belongs to each record? In order, -38103.868, -31246.301 eV.
Which HOMO-LUMO gap belongs to each record? In order, 7.65, 9.97 eV.